Model a:
Density functional theory data (ωB97M-V/def2-TZVPD) for the ion C5H11N2 with charge +1.

Summary:
highest occupied orbital energy = -14.86 eV
SMILES = C[N+]1(C)C=NCC1
net charge = +1

Last column: Mulliken charge in e.
Element x y z (Å)
C: 1.1987 -0.4784 -0.8989  -0.177
C: 1.2718 -1.6850 0.9810  -0.354
C: -0.1379 -0.6551 1.0303  -0.915
C: -1.1967 0.0353 -1.0354  -0.896
C: 0.3164 1.5650 0.1612  -0.939
N: 1.7850 -1.3150 -0.2160  -0.288
N: -0.0377 0.1870 -0.1499  0.412
H: 1.6139 -0.0499 -1.7904  0.471
H: 2.0261 -1.4467 1.8712  0.282
H: 1.0126 -2.7303 1.1570  0.332
H: -0.8931 -1.3896 0.9628  0.361
H: -0.3465 -0.1808 1.9498  0.502
H: -2.1836 -0.1219 -0.6155  0.357
H: -1.2407 1.0253 -1.5973  0.394
H: -1.1352 -0.8521 -1.8850  0.323
H: 0.9440 2.0719 -0.5621  0.307
H: -0.6758 2.0936 0.3260  0.424
H: 0.8647 1.6014 1.1000  0.403

=====

Model b:
Density functional theory data (ωB97M-V/def2-TZVPD) for a structure of composition C5H11N2.

Summary:
highest occupied orbital energy = -13.59 eV
net charge = +1

Last column: Mulliken charge in e.
Element x y z (Å)
C: -1.0603 -1.3950 -2.3194  -0.256
C: 0.1215 -1.9979 0.9424  -0.820
C: -2.1160 -1.7868 -1.8392  -0.365
C: 0.1511 -0.8673 0.2611  0.220
C: 0.1752 1.6746 0.5555  -0.463
N: 1.0351 2.6500 0.1048  -0.489
N: 0.9166 0.2513 0.7198  -0.208
H: -0.9814 -0.2937 -0.3993  0.104
H: -0.0183 -1.2393 -2.3144  0.415
H: 0.3910 -2.0525 2.0442  0.244
H: -0.1333 -2.9216 0.4427  0.295
H: -2.9484 -2.3893 -1.4494  0.330
H: -0.1626 2.0398 1.5311  0.345
H: -0.6044 1.3898 -0.1414  0.423
H: 1.5233 3.0925 0.9354  0.268
H: 0.6970 3.2252 -0.6754  0.233
H: 1.6628 0.5502 -0.0361  0.421
H: 1.3511 0.0701 1.6374  0.304

=====

Stability verdict: model a, ahead by 89.1 kcal/mol

=====

Model a:
Density functional theory data (ωB97M-V/def2-TZVPD) for the ion C5H11N2 with charge +1.

Summary:
highest occupied orbital energy = -13.93 eV
SMILES = C=N/C=[N+](/C)CC
net charge = +1

Last column: Mulliken charge in e.
Element x y z (Å)
C: -2.1794 0.9569 1.8498  -0.277
C: -1.5543 -0.2402 -0.1642  -0.053
C: 1.4137 0.2238 1.0666  -1.123
C: -0.2575 -1.0560 -2.0029  -1.024
C: 0.7905 0.6503 -0.3715  -0.465
N: -1.7374 0.2392 0.9989  0.062
N: -0.3146 -0.2292 -0.7767  0.098
H: -2.6575 1.9009 1.5847  0.280
H: -2.2201 0.6142 2.8564  0.284
H: -2.3469 -1.0040 -0.3851  0.388
H: 1.1323 -0.7198 1.3352  0.413
H: 2.5308 0.1597 1.0113  0.323
H: 1.2651 0.9176 1.9023  0.319
H: -1.1492 -1.1774 -2.5957  0.430
H: 0.4351 -0.5398 -2.6819  0.320
H: -0.0012 -2.1532 -1.7886  0.310
H: 0.4441 1.7580 -0.1473  0.282
H: 1.5907 0.8116 -1.1105  0.432

=====

Model b:
Density functional theory data (ωB97M-V/def2-TZVPD) for a cluster of 2 separate species, C5H11N2 in total.

Summary:
highest occupied orbital energy = -13.16 eV
net charge = +1

Last column: Mulliken charge in e.
Element x y z (Å)
C: 2.5867 -0.5125 0.2190  -0.058
C: 2.1342 0.8690 -0.0407  0.089
C: 3.8943 -0.8996 0.0063  -0.803
C: 0.8536 1.2439 -0.1268  -0.498
C: -0.2698 0.3751 0.2019  0.327
N: -1.5263 0.6517 0.0029  -0.234
N: -4.0197 -0.7261 -0.0550  -0.958
H: 1.7968 -1.2484 0.5015  0.101
H: 2.8638 1.5561 -0.2609  0.434
H: 4.0930 -1.9193 0.2518  0.291
H: 4.6839 -0.1710 -0.3196  0.248
H: 0.6719 2.1260 -0.8510  0.204
H: -0.0281 -0.4691 0.8090  0.409
H: -2.3277 -0.0146 0.1394  0.365
H: -1.8062 1.6040 -0.3097  0.255
H: -4.3448 -1.3729 -0.7611  0.273
H: -4.6626 -0.0032 -0.2400  0.249
H: -4.5931 -1.0892 0.8330  0.305

=====

Model c:
Density functional theory data (ωB97M-V/def2-TZVPD) for the ion C5H11N2 with charge +1.

Summary:
highest occupied orbital energy (spin up / spin down) = -13.37 / -13.27 eV
net charge = +1

Last column: Mulliken charge in e.
Element x y z (Å)
C: 1.0013 0.3173 -0.0380  0.036
C: -1.5804 -0.2431 -0.4059  0.191
C: -0.4627 0.0974 0.4915  -0.136
C: -2.7447 -1.1548 0.0538  -1.252
C: 3.4404 -0.1774 0.2677  -0.688
N: 2.1389 -0.4788 -0.1793  -0.365
N: -1.4425 1.1078 0.1014  -0.169
H: 0.5495 0.2558 -1.0064  0.147
H: 1.3359 1.3027 0.4526  0.251
H: -1.6035 -0.1911 -1.5447  0.354
H: -3.6727 -0.6503 -0.3772  0.336
H: -2.7019 -1.0794 1.1306  0.315
H: -2.5558 -2.1331 -0.2005  0.380
H: 3.5667 0.7418 0.8738  0.324
H: 3.7210 -1.0639 0.6491  0.320
H: 4.1168 -0.0227 -0.6202  0.308
H: -1.1351 1.9062 -0.5404  0.336
H: -1.9714 1.4655 0.8922  0.313

=====

Stability verdict: model b, ahead by 20.4 kcal/mol

=====

Model a:
Density functional theory data (ωB97M-V/def2-TZVPD) for a cluster of 2 separate species, C5H11N2 in total.

Summary:
highest occupied orbital energy = -14.34 eV
net charge = +1

Last column: Mulliken charge in e.
Element x y z (Å)
C: -1.9627 -0.8788 -0.1786  -0.170
C: -2.6199 0.3756 -0.2746  0.139
C: -1.2063 -1.2803 0.8077  -0.800
C: 1.2593 0.1843 -0.4776  0.188
C: 2.5704 -0.3939 -0.1034  -0.922
N: 0.7058 1.1446 0.1252  -0.662
N: -1.9373 1.4535 -0.0533  -0.166
H: -2.1855 -1.5366 -0.9940  0.371
H: -3.6456 0.6037 -0.7839  0.334
H: -1.2130 -0.6092 1.7416  0.256
H: -0.6967 -2.1360 0.8694  0.424
H: 2.4213 -0.1717 1.0634  0.242
H: 3.3617 0.3459 -0.4491  0.310
H: 2.6927 -1.4255 -0.4285  0.326
H: 1.1507 1.6264 0.9199  0.213
H: -0.8646 1.4600 0.2289  0.298
H: -2.3716 2.3435 -0.2922  0.277
H: 0.8529 -0.4063 -1.3139  0.342

=====

Model b:
Density functional theory data (ωB97M-V/def2-TZVPD) for the ion C5H11N2 with charge +1.

Summary:
highest occupied orbital energy = -13.37 eV
SMILES = C=[NH+]N(C)C(=C)C
net charge = +1

Last column: Mulliken charge in e.
Element x y z (Å)
C: 0.8295 -0.2655 -0.1062  0.819
C: 1.6360 -0.1558 1.2154  -1.213
C: 1.2315 -0.7500 -1.2561  -1.096
C: -1.7891 -1.1427 -1.2339  -0.359
C: -0.4705 1.5376 0.9165  -1.163
N: -1.5544 -0.1132 -0.5076  -0.036
N: -0.4791 0.3067 0.0886  0.092
H: 1.7812 0.9305 1.3226  0.312
H: 2.5126 -0.6798 1.0744  0.419
H: 2.1895 -1.2897 -1.3353  0.214
H: 0.6973 -0.7182 -2.1840  0.430
H: -2.8450 -1.3576 -1.4856  0.258
H: -1.0430 -1.7878 -1.5726  0.428
H: 0.9357 -0.6317 1.9945  0.313
H: -0.3368 1.3490 1.9503  0.314
H: 0.3620 2.1922 0.6090  0.393
H: -1.3166 2.1113 0.5314  0.483
H: -2.3408 0.4647 -0.0214  0.393

=====

Stability verdict: model a, ahead by 21.6 kcal/mol

=====

Model a:
Density functional theory data (ωB97M-V/def2-TZVPD) for an isolated molecule of C3H4S2.

Summary:
highest occupied orbital energy = -8.82 eV
SMILES = S=C[C@H]1CS1
net charge = 0

Last column: Mulliken charge in e.
Element x y z (Å)
C: -1.2521 -0.2536 0.4688  -0.133
C: -0.1746 0.1773 -0.7102  -0.197
C: 1.0225 0.5417 0.0834  -0.501
H: -0.7528 -0.2401 1.4737  0.269
H: -0.5562 0.3016 -1.7647  0.381
H: 1.1435 0.8927 1.2241  0.279
H: 2.1713 0.6379 -0.5442  0.253
S: -2.7325 -0.7042 -0.1359  -0.246
S: 1.1309 -1.3532 -0.0949  -0.105

=====

Model b:
Density functional theory data (ωB97M-V/def2-TZVPD) for an isolated molecule of C3H4S2.

Summary:
highest occupied orbital energy = -8.93 eV
SMILES = C1SC12CS2
net charge = 0

Last column: Mulliken charge in e.
Element x y z (Å)
C: 0.9538 0.1536 0.8852  -0.649
C: -0.9775 0.2113 -0.9269  -0.669
C: -0.0737 -0.5114 -0.0139  0.544
S: 1.5039 -1.1716 -0.3694  -0.164
S: -1.7340 -0.9000 0.3023  -0.144
H: 1.3334 1.1135 0.7281  0.292
H: 1.1191 -0.1543 1.9871  0.236
H: -1.1705 1.3289 -0.7005  0.227
H: -0.9545 -0.0699 -1.8920  0.327

=====

Model c:
Density functional theory data (ωB97M-V/def2-TZVPD) for a structure of composition C3H4S2.

Summary:
highest occupied orbital energy = -8.81 eV
net charge = 0

Last column: Mulliken charge in e.
Element x y z (Å)
C: -0.1815 0.2825 -0.0266  0.225
C: 0.8515 1.0047 -0.8140  -0.019
C: 2.0192 0.4698 -1.1044  -0.609
H: 1.5407 -0.5351 1.2051  0.091
H: 0.3143 1.9926 -1.0339  0.262
H: 2.6624 1.0200 -1.7274  0.286
H: 2.3294 -0.5092 -0.5976  0.195
S: 0.2567 -0.9269 1.2636  -0.143
S: -1.6930 0.1450 -0.3997  -0.287

=====

Model d:
Density functional theory data (ωB97M-V/def2-TZVPD) for a cluster of 2 separate species, C3H4S2 in total.

Summary:
highest occupied orbital energy = -8.87 eV
net charge = 0

Last column: Mulliken charge in e.
Element x y z (Å)
C: -2.1154 -0.3399 -0.3378  -0.496
C: -0.7964 0.1865 0.3347  -0.238
C: 2.2074 0.0617 -0.3785  -0.151
H: -2.9149 0.4440 0.0374  0.222
H: -2.2929 -1.5352 -0.7049  0.284
H: -0.3940 1.3300 1.3180  0.288
H: 1.9112 1.1206 -0.5732  0.304
S: 0.6947 -0.9246 0.2601  -0.028
S: 3.7002 -0.3430 0.0441  -0.184

=====

Stability verdict: model c, ahead by 3.9 kcal/mol

=====

Model a:
Density functional theory data (ωB97M-V/def2-TZVPD) for the ion C2H8NOS with charge +1.

Summary:
highest occupied orbital energy = -15.62 eV
SMILES = CS(C)(=[NH2+])=O
net charge = +1

Last column: Mulliken charge in e.
Element x y z (Å)
C: 0.1734 1.3579 0.9386  -1.079
C: -0.0317 -0.2797 -1.8850  -0.694
N: -0.6152 -1.2723 1.0015  -0.409
O: 1.7494 -0.5959 0.4282  -0.520
S: 0.3759 -0.2771 0.2023  1.001
H: 0.7847 2.1573 0.3997  0.357
H: 0.3455 1.0838 1.9106  0.455
H: -0.8466 1.6257 0.9938  0.446
H: 0.0509 0.8337 -1.9055  0.281
H: -1.0338 -0.7168 -2.2233  0.330
H: 0.8749 -0.7472 -2.4252  0.336
H: -0.3518 -2.2050 1.0848  0.241
H: -1.4757 -0.9644 1.4796  0.255

=====

Model b:
Density functional theory data (ωB97M-V/def2-TZVPD) for a cluster of 2 separate species, C2H8NOS in total.

Summary:
highest occupied orbital energy = -13.40 eV
net charge = +1

Last column: Mulliken charge in e.
Element x y z (Å)
S: -0.8780 -2.1645 2.0789  -0.320
H: 0.4308 -1.7238 1.8709  0.148
H: -1.1090 -1.1057 2.8273  0.200
O: -0.6427 1.7280 0.5637  -0.494
C: -0.9213 0.6092 0.1455  0.122
C: -0.0676 -0.0617 -0.8794  -0.513
N: 1.1711 0.7943 -1.1241  -0.303
H: -1.8756 0.1207 0.4343  0.496
H: 0.2647 -1.0680 -0.6007  0.302
H: -0.6386 -0.0774 -1.8238  0.321
H: 1.6059 0.4993 -1.9878  0.343
H: 0.8319 1.7621 -1.1446  0.362
H: 1.8284 0.6875 -0.3602  0.335

=====

Stability verdict: model b, ahead by 49.2 kcal/mol

=====

Model a:
Density functional theory data (ωB97M-V/def2-TZVPD) for a cluster of 2 separate species, C2H9BNO2 in total.

Summary:
highest occupied orbital energy (spin up / spin down) = -13.91 / -13.63 eV
net charge = +1

Last column: Mulliken charge in e.
Element x y z (Å)
B: 1.8756 0.0884 -0.0124  0.533
C: 0.8449 -1.0895 0.1161  -0.616
C: -1.5835 -0.5083 -0.1942  -0.661
N: -1.5514 0.9200 0.1554  -0.306
O: 1.3219 1.3027 -0.2543  -0.601
O: 3.2287 0.0353 0.1753  -0.489
H: 0.8797 -1.7853 -0.7100  0.352
H: 0.5589 -1.7058 1.0202  0.379
H: -1.9393 -0.6543 -1.2590  0.327
H: -1.9302 -0.9553 0.7794  0.360
H: -2.4265 1.4247 0.2210  0.339
H: -1.0697 1.3532 -0.6620  0.368
H: -0.7402 1.1698 0.7750  0.374
H: 2.0993 1.8484 -0.4671  0.326
H: 3.6255 -0.6925 0.5868  0.315

=====

Model b:
Density functional theory data (ωB97M-V/def2-TZVPD) for a cluster of 2 separate species, C2H9BNO2 in total.

Summary:
highest occupied orbital energy (spin up / spin down) = -11.59 / -11.59 eV
net charge = +1

Last column: Mulliken charge in e.
Element x y z (Å)
B: -1.0476 0.4821 0.5553  0.423
C: -0.3336 -0.4853 1.4597  -0.805
C: 1.7749 0.5304 -0.1513  -0.278
N: 1.9700 -0.6180 -0.7732  -0.177
O: -1.6657 -0.1815 -0.9813  -0.529
O: -1.4785 1.7290 0.3050  -0.513
H: -0.2532 -0.4408 2.5178  0.300
H: 0.1139 -1.3605 1.0463  0.321
H: 1.0693 1.3322 -0.5789  0.338
H: 2.3427 0.8301 0.7933  0.280
H: 1.6948 -1.0139 -1.6187  0.220
H: -2.5685 0.1020 -0.8823  0.398
H: 2.5725 -1.2593 -0.2818  0.270
H: -1.4358 0.4287 -1.7692  0.428
H: -1.5548 2.4568 0.9042  0.325

=====

Stability verdict: model a, ahead by 19.2 kcal/mol